1.
13
Properties=species:S:1:pos:R:3:forces:R:3:lowdin_charge:R:1 method="wB97M-V/def2-TZVPD" largest_force_ev_per_a=7.77 spin_multiplicity=1 homo_lumo_gap_ev=9.30 e_tot_ha=-1126.79008 e_homo_ev=-9.106
C -0.91101 -1.20166 -0.66361 -1.6 0.7 -2.9 -0.164
C 0.13317 -0.02733 -0.45441 2.7 -7.2 1.2 -0.452
C 0.52220 -0.19743 1.06237 -2.1 -2.4 0.9 -0.389
C 0.45141 2.17052 0.00799 -1.2 -0.8 -1.0 -1.267
H -1.09669 -1.57144 -1.71278 0.4 1.3 0.4 0.125
H -2.04014 -1.16597 -0.33247 2.5 0.2 0.8 0.157
H 1.09665 -0.53044 -0.96066 -1.9 1.3 0.4 0.188
H -0.45389 -0.48495 1.66971 1.8 0.7 -1.1 0.106
H 1.15043 -1.25681 1.15638 -0.7 3.8 0.2 0.160
O -0.03575 1.19766 -0.81898 -1.3 4.6 -2.0 -0.070
F -0.12005 -2.21640 -0.21251 -0.5 -1.7 1.2 -0.080
S 0.86416 1.54141 1.47456 1.8 -1.7 2.9 0.970
S 0.43951 3.74283 -0.21559 0.0 1.2 -0.9 0.716



2.
20
Properties=species:S:1:pos:R:3:forces:R:3:lowdin_charge:R:1 method="wB97M-V/def2-TZVPD" largest_force_ev_per_a=3.45 spin_multiplicity=1 homo_lumo_gap_ev=10.89 e_tot_ha=-688.38348 total_charge=+1 e_homo_ev=-13.887
C 1.85009 -1.87532 0.40946 -0.3 3.4 0.7 -0.024
C 1.24821 -0.37389 0.97766 1.8 1.1 1.3 -0.135
C -0.05481 0.58366 0.71484 1.9 -1.0 0.3 -0.630
S -0.19309 2.02261 1.80109 0.1 -1.1 1.0 0.892
N -1.28220 -0.29605 0.78769 -0.6 -0.8 -1.0 0.185
C -0.91224 0.48829 -0.43587 -0.6 0.2 -0.1 -0.367
C -1.47923 1.33623 -1.55180 0.3 -1.0 1.1 0.023
C -0.73038 0.07334 -1.81037 1.8 -0.5 -0.8 -0.041
H 2.54077 -2.27238 1.19680 -1.0 0.4 -0.6 0.091
H 0.98742 -2.44548 0.22598 -0.7 -1.5 -0.2 0.019
H 2.42939 -1.70519 -0.51340 -0.5 -0.1 0.4 0.069
H 1.10160 -0.43806 2.09447 0.5 -0.4 -0.9 0.097
H 2.16513 0.29502 0.89374 -1.4 -0.5 0.0 0.112
H -0.09120 3.02510 0.96353 0.1 0.3 -1.0 -0.127
H -1.01793 -1.28755 0.66877 -0.6 0.6 0.4 0.175
H -2.12053 -0.08825 1.34634 0.5 0.1 -0.3 0.186
H -0.96830 2.24152 -1.55781 1.0 1.5 -0.4 0.098
H -2.47210 1.45019 -1.89053 -1.2 -0.4 0.3 0.115
H -1.29479 -0.77688 -2.09476 -0.7 -0.5 -0.5 0.118
H 0.29420 0.04310 -2.22581 -0.7 0.3 0.3 0.143



3.
92
Properties=species:S:1:pos:R:3:forces:R:3:lowdin_charge:R:1 method="wB97M-V/def2-TZVPD" largest_force_ev_per_a=0.19 spin_multiplicity=1 homo_lumo_gap_ev="7.33 / 7.33" e_tot_ha=-7885.20309 e_homo_ev="-7.552 / -7.555"
Fe -0.61017 -1.66292 0.41011 0.0 0.2 -0.1 0.378
F -3.98574 -3.91586 4.54092 0.0 0.0 0.0 0.091
C -2.73853 -3.41409 4.59933 0.0 0.0 0.0 -0.201
C -1.82447 -3.71120 3.63822 0.0 0.0 0.0 0.103
C -0.55972 -3.11515 3.67950 0.0 0.0 0.0 -0.037
C 0.20172 -3.07073 2.43122 0.0 0.0 0.0 -0.297
O -0.32036 -3.50775 1.38249 0.0 -0.1 0.0 0.007
C 1.44564 -2.38536 2.47811 0.0 0.0 0.0 -0.028
C 1.81335 -1.75681 3.62091 0.0 0.0 0.0 0.051
N 1.03507 -1.65500 4.72858 0.0 0.0 0.0 0.031
C 1.39056 -0.70941 5.76525 0.0 0.0 0.0 -0.248
C 0.59829 0.56660 5.87140 0.0 0.0 0.0 -0.091
C 2.00756 0.59731 5.36775 0.0 0.0 0.0 -0.078
C -0.19034 -2.29275 4.74966 0.0 0.0 0.0 -0.110
C -1.14957 -1.99989 5.73069 0.0 0.0 0.0 0.083
C -2.41572 -2.50916 5.61026 0.0 0.0 0.0 -0.121
N -3.47244 -1.88309 6.40176 0.0 0.0 0.0 -0.034
C -4.31742 -2.78476 7.24466 0.0 0.0 0.0 -0.060
C -5.17052 -1.89881 8.18140 0.0 0.0 0.0 -0.176
N -4.93589 -0.50445 7.83100 0.0 0.0 0.0 -0.081
C -5.32851 -0.25967 6.44399 0.0 0.0 0.0 -0.156
C -4.33558 -0.99086 5.52501 0.0 0.0 0.0 -0.048
C 2.17201 -1.97435 1.20999 0.0 -0.1 0.0 -0.567
O 3.39767 -1.92916 1.21441 0.0 0.0 0.0 0.036
O 1.39635 -1.63042 0.25301 0.0 0.0 0.0 -0.136
H -2.09903 -4.29790 2.77197 0.0 0.0 0.0 0.153
H 2.74436 -1.20870 3.64667 0.0 0.0 0.0 0.150
H 1.74246 -1.17532 6.67823 0.0 0.0 0.0 0.150
H 0.39501 0.94197 6.86632 0.0 0.0 0.0 0.105
H -0.18816 0.69972 5.13486 0.0 0.0 0.0 0.093
H 2.78907 0.98017 6.00818 0.0 0.0 0.0 0.106
H 2.14015 0.79664 4.31353 0.0 0.0 0.0 0.111
H -0.93672 -1.26048 6.48915 0.0 0.0 0.0 0.123
H -3.64740 -3.44449 7.79225 0.0 0.0 0.0 0.138
H -4.92119 -3.38026 6.56887 0.0 0.0 0.0 0.127
H -4.87988 -2.05828 9.21871 0.0 0.0 0.0 0.119
H -6.22355 -2.18727 8.07601 0.0 0.0 0.0 0.119
H -3.02965 -1.23536 7.05871 0.0 0.0 0.0 0.171
H -5.40941 0.11789 8.46964 0.0 0.0 0.0 0.120
H -5.28957 0.80857 6.24245 0.0 0.0 0.0 0.126
H -6.35081 -0.60459 6.24507 0.0 0.0 0.0 0.121
H -3.64564 -0.34233 4.98019 0.0 0.0 0.0 0.112
H -4.80550 -1.62770 4.78166 0.0 0.0 0.0 0.120
O -3.98302 -1.37701 2.53484 0.0 0.0 0.0 0.035
C -2.89571 -1.26876 1.97289 -0.1 0.1 0.0 -0.551
O -2.56373 -1.76470 0.84536 0.1 0.0 0.0 -0.081
C -1.74789 -0.47023 2.67662 0.1 -0.1 0.1 -0.544
O -1.95967 0.11513 3.74472 0.0 0.1 0.0 0.013
O -0.61925 -0.53953 2.08624 0.0 0.1 -0.1 -0.078
C -2.19216 1.55144 0.08518 0.0 0.0 0.0 -0.258
As -0.80706 0.44585 -0.71962 -0.1 -0.1 0.1 1.229
C -1.30531 0.73577 -2.58461 0.0 0.0 0.0 -0.278
C 0.77534 1.56199 -0.51534 0.0 0.0 0.0 -0.372
C 0.74444 2.63687 0.36988 0.0 0.0 0.0 -0.106
C 1.88014 3.39789 0.60539 0.0 0.0 0.0 -0.091
C 3.06229 3.08707 -0.04710 0.0 0.0 0.0 -0.088
C 3.09876 2.01439 -0.92510 0.0 0.0 0.0 -0.111
C 1.97041 1.23740 -1.16644 0.0 0.0 0.0 -0.400
As 2.06275 -0.28076 -2.41409 0.0 0.0 0.0 1.167
C 3.84845 -0.95089 -1.99266 0.0 0.0 0.0 -0.299
C 2.56874 0.78527 -3.99530 0.0 0.0 0.0 -0.322
H -2.23297 2.53697 -0.37822 0.0 0.0 0.0 0.038
H -2.02489 1.65066 1.15590 0.0 0.0 0.0 0.022
H -3.13954 1.03404 -0.06684 0.0 0.0 0.0 0.038
H -1.13658 1.77848 -2.85160 0.0 0.0 0.0 0.032
H -2.36276 0.49650 -2.69746 0.0 0.0 0.0 0.021
H -0.72501 0.08384 -3.23276 0.0 0.0 0.0 -0.010
H -0.16925 2.88380 0.89435 0.0 0.0 0.0 0.086
H 1.83882 4.22895 1.29857 0.0 0.0 0.0 0.099
H 3.95611 3.67228 0.13057 0.0 0.0 0.0 0.100
H 4.03188 1.77524 -1.42126 0.0 0.0 0.0 0.087
H 4.61333 -0.18898 -2.14332 0.0 0.0 0.0 0.015
H 4.05745 -1.78835 -2.65975 0.0 0.0 0.0 0.021
H 3.85786 -1.29825 -0.95970 0.0 0.0 0.0 0.001
H 3.40786 1.44678 -3.77935 0.0 0.0 0.0 0.013
H 1.71878 1.38522 -4.32113 0.0 0.0 0.0 0.011
H 2.84697 0.10840 -4.80404 0.0 0.0 0.0 0.014
C -3.04686 -2.56770 -2.13362 0.0 0.0 0.0 -0.060
C -2.05626 -3.47846 -1.44724 0.0 0.0 0.0 -0.243
O -0.78720 -2.80679 -1.32077 0.0 -0.1 0.1 -0.264
C 0.32772 -3.63413 -1.69807 0.0 0.0 0.0 -0.248
C 0.40880 -3.78772 -3.20289 0.0 0.0 0.0 -0.072
H -4.00505 -3.07945 -2.24223 0.0 0.0 0.0 0.082
H -2.68596 -2.28532 -3.12435 0.0 0.0 0.0 0.078
H -3.21094 -1.67508 -1.53280 0.0 0.0 0.0 0.055
H -1.90658 -4.38886 -2.03018 0.0 0.0 0.0 0.113
H -2.39728 -3.75107 -0.44876 0.0 0.0 0.0 0.111
H 0.23748 -4.59781 -1.18793 0.0 0.0 0.0 0.128
H 1.20754 -3.12738 -1.31579 0.0 0.0 0.0 0.089
H -0.45370 -4.30908 -3.62160 0.0 0.0 0.0 0.068
H 1.30166 -4.36021 -3.46182 0.0 0.0 0.0 0.080
H 0.48486 -2.80439 -3.66748 0.0 0.0 0.0 0.054



4.
11
Properties=species:S:1:pos:R:3:forces:R:3:lowdin_charge:R:1 method="wB97M-V/def2-TZVPD" largest_force_ev_per_a=5.45 spin_multiplicity=1 homo_lumo_gap_ev=8.09 e_tot_ha=-1063.45672 e_homo_ev=-8.595
C -0.41667 -1.09053 0.79562 -2.1 -1.4 2.5 -0.506
C 0.51138 -1.18651 -0.09907 0.0 2.0 -3.1 -0.385
C -0.69150 1.38489 -0.30462 1.3 -1.9 1.0 -0.985
O 1.50182 -1.99330 -0.45885 -2.0 -1.6 4.8 0.082
O 0.17766 2.17224 0.43009 0.5 -0.8 0.8 -0.121
S -1.65360 0.13126 0.75728 0.2 1.6 -0.8 0.861
S 0.10275 0.50439 -1.65100 0.7 -2.6 2.4 0.784
H -0.80158 -1.80090 1.65503 1.7 1.0 -1.8 0.123
H -1.32177 2.03788 -0.77169 -2.3 1.5 -1.0 0.026
H 1.82014 -1.69290 -1.22882 2.1 1.6 -4.5 0.030
H 0.77137 1.53349 0.87604 -0.1 0.7 -0.2 0.091